[1]
ORCA calculation (wB97M-V/def2-TZVPD) on one molecule with the formula C23H26ClN3O9S2 in a non-equilibrium geometry.

Structure (XYZ):
```
64
Properties=species:S:1:pos:R:3:forces:R:3
O -2.1597 -0.9353 1.5075 -0.142 -0.292 0.030
C -1.5093 0.0813 1.4809 0.612 0.169 0.235
C -0.1638 0.1920 2.2240 -0.452 -0.099 0.464
O 0.9419 0.4251 1.3576 0.188 -0.095 -0.265
C 1.2411 1.6781 1.0382 0.069 0.294 0.018
O 0.5577 2.6306 1.3998 0.142 -0.095 0.051
C 2.4533 1.8144 0.2269 0.092 0.132 -0.100
C 3.2051 0.6929 -0.1399 0.002 0.005 -0.042
C 4.3375 0.8451 -0.8991 0.175 -0.767 -0.039
S 5.3282 -0.5771 -1.3441 -0.066 0.669 0.388
O 5.6939 -0.4830 -2.7249 0.197 0.187 -0.080
O 4.6515 -1.7587 -0.8875 -0.072 0.116 0.186
N 6.6984 -0.2345 -0.4341 -0.746 -0.084 -0.689
C 7.9711 -0.5970 -1.0307 0.336 -0.423 -0.341
C 8.2740 -2.0781 -0.7941 0.080 0.236 -0.198
O 8.2390 -2.3845 0.5829 0.173 0.021 0.096
C 6.9683 -2.1119 1.1327 -0.255 0.133 0.136
C 6.5993 -0.6347 0.9563 -0.029 -0.360 0.458
C 4.7535 2.1016 -1.3229 -0.164 0.252 0.043
C 4.0273 3.2160 -0.9766 -0.031 0.003 0.011
C 2.8685 3.0981 -0.1943 -0.016 -0.516 0.075
O 2.2106 4.2097 0.1168 -0.148 0.256 0.065
N -1.8530 1.2350 0.8558 0.126 0.590 -0.135
C -2.9842 1.4804 0.0834 -0.395 -0.095 -0.203
C -3.8800 0.4833 -0.2917 0.150 -0.069 0.042
C -4.9919 0.8024 -1.0425 -0.284 -0.146 -0.221
S -6.1183 -0.5267 -1.4820 0.296 0.465 0.248
O -7.2912 0.0636 -2.0626 -0.018 0.092 0.250
O -5.3804 -1.4847 -2.2551 0.095 -0.046 0.275
N -6.4722 -1.1277 0.0389 0.141 0.329 -1.074
C -5.8517 -2.3999 0.3975 0.685 -0.515 0.120
C -6.9917 -3.3327 0.8408 -0.082 0.109 -0.043
C -8.2491 -2.6508 0.3012 0.113 0.122 0.098
C -7.8752 -1.1740 0.4108 -0.736 0.144 0.068
C -5.2458 2.0963 -1.4491 -0.147 -0.087 -0.096
C -4.3534 3.0988 -1.1034 0.113 -0.133 0.082
C -3.2364 2.7915 -0.3466 -0.225 -0.158 -0.102
Cl -2.1292 4.0554 0.0735 0.027 0.137 0.011
H -0.2281 0.9953 2.9680 0.052 -0.163 -0.089
H 0.0379 -0.7643 2.7089 -0.107 0.179 -0.124
H 2.8964 -0.2952 0.1621 -0.053 -0.083 0.054
H 7.9011 -0.3838 -2.0964 0.241 0.006 0.023
H 8.7454 0.0263 -0.5724 -0.071 -0.023 -0.040
H 9.2778 -2.3333 -1.1373 -0.093 0.012 -0.078
H 7.5309 -2.6835 -1.3350 0.103 -0.015 0.008
H 7.0330 -2.3722 2.1905 -0.091 0.035 -0.049
H 6.2025 -2.7285 0.6425 0.114 0.022 0.125
H 5.5745 -0.4566 1.2829 0.043 0.020 0.247
H 7.2829 -0.0041 1.5340 -0.100 -0.018 -0.023
H 5.6424 2.1736 -1.9284 0.127 0.143 -0.082
H 4.3211 4.2043 -1.2920 0.052 0.091 -0.049
H 1.4245 3.9849 0.6638 0.223 -0.114 -0.135
H -1.2575 2.0517 1.0020 -0.047 -0.405 0.083
H -3.7075 -0.5370 0.0031 0.104 -0.037 0.103
H -5.1256 -2.2355 1.1985 -0.004 -0.092 -0.070
H -5.3281 -2.7840 -0.4797 0.026 -0.098 0.217
H -6.8631 -4.3406 0.4530 0.041 -0.038 0.050
H -7.0335 -3.3814 1.9294 0.006 -0.049 0.009
H -9.1443 -2.9023 0.8657 -0.060 -0.018 -0.029
H -8.4013 -2.9077 -0.7477 -0.058 0.000 -0.040
H -7.9746 -0.8195 1.4423 -0.050 -0.008 -0.065
H -8.4397 -0.5253 -0.2556 -0.117 -0.021 0.207
H -6.1301 2.3011 -2.0297 -0.095 0.110 -0.068
H -4.5209 4.1172 -1.4169 0.011 0.078 -0.006
```
Positions in Å, forces in eV/Å.

Values from the calculation:
structure (SMILES): O=C(COC(=O)c1cc(S(=O)(=O)N2CCOCC2)ccc1O)Nc1cc(S(=O)(=O)N2CCCC2)ccc1Cl
energy: -81363.6805 eV
relative energy (zero: lowest compared OMol25 entry of this formula, charge and spin): 0.0 kcal per mole
Kohn-Sham gap: 8.739 eV
LUMO level: -0.371 eV

natural (NBO) atomic charge list, values in e, 5 entries: atom 1 (O): -0.5811, atom 2 (C): 0.6576, atom 3 (C): -0.1679, atom 4 (O): -0.4764, atom 5 (C): 0.7985

=====

[2]
ORCA calculation (wB97M-V/def2-TZVPD) on C23H26CrN3O3S2 as an isolated structure.

Structure (XYZ):
```
58
Properties=species:S:1:pos:R:3:forces:R:3
Cr 0.5031 0.6230 0.2167 0.504 0.096 0.171
S 1.8488 -0.7047 -1.2931 -0.134 -0.198 -0.071
C 2.7217 -1.9283 -0.4201 -0.056 -0.012 -0.111
N 4.0999 -1.8651 -0.4658 0.059 0.046 0.323
C 4.8295 -3.0759 -0.1487 -0.038 0.062 -0.136
C 4.2957 -3.6249 1.1495 -0.065 0.000 0.035
N 2.8902 -3.9100 0.9598 0.113 0.059 0.069
C 2.3499 -4.9418 1.8139 -0.034 -0.009 -0.053
C 2.8382 -6.3162 1.4192 -0.004 0.019 -0.007
C 3.3294 -7.2136 2.3578 0.017 -0.041 0.013
C 3.7667 -8.4774 1.9746 -0.023 0.018 -0.015
C 3.7182 -8.8527 0.6406 -0.002 0.048 0.005
C 3.2239 -7.9597 -0.3053 -0.006 0.012 0.035
C 2.7879 -6.7016 0.0809 -0.005 -0.031 -0.038
C 2.0947 -3.0737 0.1861 0.059 0.183 -0.075
S 0.4620 -3.4333 -0.0493 0.062 -0.013 0.054
C 4.8318 -0.6031 -0.5368 0.005 -0.103 -0.079
C 5.8113 -0.4218 0.6003 0.028 -0.083 0.007
C 7.1819 -0.5091 0.3818 0.029 0.024 -0.006
C 8.0854 -0.3688 1.4292 -0.035 0.007 0.015
C 7.6203 -0.1394 2.7156 -0.034 -0.007 -0.037
C 6.2511 -0.0472 2.9434 0.010 0.003 -0.024
C 5.3530 -0.1872 1.8953 -0.039 0.027 0.039
H 5.8947 -2.8642 -0.0831 -0.008 0.052 0.018
H 4.6693 -3.8204 -0.9365 0.048 -0.003 -0.033
H 4.4590 -2.8882 1.9477 0.000 -0.027 0.055
H 4.8105 -4.5488 1.4251 -0.033 -0.038 -0.032
H 1.2652 -4.8979 1.7222 -0.036 0.011 0.018
H 2.6147 -4.7371 2.8587 0.028 -0.007 0.015
H 3.3747 -6.9194 3.4013 0.006 0.001 -0.011
H 4.1493 -9.1655 2.7189 0.006 0.013 -0.005
H 4.0684 -9.8316 0.3367 -0.021 0.003 0.002
H 3.1743 -8.2485 -1.3482 0.007 0.004 0.006
H 2.3932 -6.0018 -0.6482 0.013 -0.010 0.016
H 4.0853 0.1868 -0.5245 -0.023 0.035 -0.041
H 5.3707 -0.5363 -1.4878 0.003 0.007 -0.035
H 7.5463 -0.6890 -0.6247 -0.005 0.000 0.014
H 9.1497 -0.4412 1.2400 -0.012 0.004 -0.003
H 8.3187 -0.0284 3.5359 -0.004 -0.004 -0.001
H 5.8811 0.1414 3.9441 0.001 -0.005 -0.010
H 4.2855 -0.0975 2.0661 -0.026 -0.008 -0.006
O 2.1379 0.7779 1.5939 0.164 0.214 0.072
C 1.9439 2.0264 1.6557 -0.158 -0.246 -0.028
O 0.9217 2.5606 1.1634 0.105 -0.217 0.032
H 2.7040 2.6557 2.1431 0.023 0.048 0.055
N -2.1053 -1.0251 -0.3644 0.011 0.066 -0.015
C -1.2970 -0.0511 -0.3977 -0.175 -0.033 -0.142
H -1.5961 -1.8866 -0.1474 0.008 0.062 0.030
C -2.3074 1.7417 1.5985 -0.047 0.006 -0.029
O -2.1510 2.1729 0.2685 -0.013 0.042 0.005
C -1.2954 1.3588 -0.5242 -0.441 -0.069 0.014
C -1.1568 1.9684 -1.8892 0.127 -0.012 -0.014
H -1.3676 1.8320 2.1574 0.042 -0.019 -0.003
H -2.6637 0.7097 1.6561 -0.009 -0.017 -0.016
H -3.0500 2.3927 2.0603 0.017 0.033 0.001
H -0.6573 2.9399 -1.8439 -0.026 0.000 -0.007
H -2.1489 2.1101 -2.3345 0.014 -0.012 -0.013
H -0.5810 1.3086 -2.5408 0.000 0.019 -0.021
```
Positions in Å, forces in eV/Å.

Values from the calculation:
energy: -84977.8557 eV
net charge: -1
relative energy (zero: lowest compared OMol25 entry of this formula, charge and spin): 1.7 kcal per mole
2S+1: 5
Kohn-Sham gap (spin up / spin down): 5.858 / 6.130 eV
LUMO level (spin up / spin down): 2.552 / 2.435 eV

natural (NBO) atomic charge list, values in e, 5 entries: atom 1 (Cr): 0.9456, atom 2 (S): -0.2968, atom 3 (C): 0.0317, atom 4 (N): -0.4167, atom 5 (C): -0.2221

=====

[3]
ORCA calculation (wB97M-V/def2-TZVPD) on one molecule with the formula C23H26FN3O4S in a non-equilibrium geometry.

Structure (XYZ):
```
58
Properties=species:S:1:pos:R:3:forces:R:3
C 3.9926 4.0849 -0.9285 0.000 -0.003 0.059
C 3.8334 2.5956 -0.9094 -0.005 -0.079 -0.022
C 4.9097 1.7796 -0.5693 -0.052 -0.074 -0.012
C 4.7728 0.4031 -0.5366 0.129 0.061 0.041
C 3.5602 -0.1857 -0.8402 -0.274 0.058 -0.088
C 2.4720 0.6178 -1.1783 0.656 -0.093 0.218
C 1.1873 0.0336 -1.4765 -1.279 0.689 -0.428
N 0.1034 0.6636 -1.8182 1.132 0.264 0.085
C -0.8542 -0.2981 -1.9596 -0.635 -0.683 0.254
S -2.5675 -0.0197 -2.2429 0.293 0.038 0.060
O -3.2178 -1.2625 -1.8739 -0.072 0.029 0.187
O -2.8218 0.4893 -3.5596 0.214 0.284 0.129
C -3.0101 1.2318 -1.0349 0.205 -0.544 -0.455
C -2.2862 2.4092 -1.0052 -0.027 0.172 -0.008
C -2.5957 3.3692 -0.0578 -0.108 -0.006 0.106
C -3.6313 3.1175 0.8280 0.020 -0.118 -0.051
F -3.9328 4.0470 1.7534 0.034 -0.086 -0.097
C -4.3656 1.9437 0.7996 0.068 0.185 0.003
C -4.0425 0.9887 -0.1493 -0.032 -0.098 -0.035
C -0.2926 -1.5236 -1.6669 -0.869 0.331 -0.372
N -0.8127 -2.7639 -1.7464 0.196 -0.004 0.030
C -0.3329 -3.8018 -0.8569 0.004 -0.325 0.240
C -1.2579 -4.0103 0.3481 0.094 0.336 -0.022
C -1.6936 -2.6988 1.0095 0.010 -0.130 0.001
N -0.5996 -1.7732 1.2579 -0.047 -0.078 0.072
C 0.3479 -2.2568 2.2502 0.222 0.250 -0.045
C 1.4756 -1.2356 2.4006 -0.024 -0.336 0.060
O 0.9820 0.0157 2.8164 0.059 0.004 0.212
C 0.0431 0.5020 1.8876 -0.401 0.047 -0.186
C -1.1104 -0.4807 1.6879 0.222 0.280 0.038
O 1.0042 -1.3208 -1.3757 0.013 -0.231 -0.177
C 2.6186 2.0052 -1.2109 0.005 -0.236 0.013
H 3.1537 4.5585 -1.4309 -0.031 0.092 -0.034
H 4.0435 4.4670 0.0910 0.002 0.097 0.034
H 4.9134 4.3662 -1.4355 0.034 0.078 -0.037
H 5.8620 2.2304 -0.3304 0.105 0.049 0.019
H 5.6184 -0.2152 -0.2737 0.066 -0.049 0.017
H 3.4481 -1.2590 -0.8239 0.010 -0.096 0.011
H -1.4855 2.5516 -1.7120 0.096 0.152 -0.019
H -2.0542 4.2996 0.0029 0.048 0.093 0.013
H -5.1660 1.7924 1.5061 -0.069 -0.002 0.069
H -4.5769 0.0539 -0.2151 -0.085 -0.099 0.078
H -1.8174 -2.7381 -1.8996 0.167 0.061 -0.055
H -0.2566 -4.7362 -1.4218 0.129 0.078 0.118
H 0.6641 -3.5112 -0.5247 -0.034 -0.118 -0.039
H -2.1649 -4.5229 0.0220 -0.011 -0.103 0.053
H -0.7521 -4.6574 1.0662 -0.043 -0.108 -0.008
H -2.2332 -2.9403 1.9436 -0.022 0.059 -0.064
H -2.3957 -2.1871 0.3446 -0.012 -0.028 0.091
H 0.7688 -3.2071 1.9209 0.035 -0.064 0.041
H -0.1403 -2.4047 3.2305 0.022 -0.048 -0.041
H 2.1849 -1.5542 3.1665 -0.006 -0.037 -0.093
H 1.9975 -1.1280 1.4383 0.003 -0.045 0.060
H -0.3297 1.4458 2.2896 -0.010 -0.023 -0.089
H 0.5345 0.6911 0.9225 -0.065 0.025 0.087
H -1.7853 -0.0918 0.9216 0.018 -0.007 0.075
H -1.6706 -0.5729 2.6365 -0.014 0.009 -0.057
H 1.7616 2.6038 -1.4773 -0.084 0.126 -0.039
```
Positions in Å, forces in eV/Å.

Values from the calculation:
structure (SMILES): Cc1cccc(-c2nc(S(=O)(=O)c3ccc(F)cc3)c(NCCCN3CCOCC3)o2)c1
energy: -50485.4555 eV
relative energy (zero: lowest compared OMol25 entry of this formula, charge and spin): 44.8 kcal per mole
Kohn-Sham gap: 8.205 eV
LUMO level: 0.353 eV

natural (NBO) atomic charge list, values in e, 5 entries: atom 1 (C): -0.6271, atom 2 (C): -0.0119, atom 3 (C): -0.1967, atom 4 (C): -0.2016, atom 5 (C): -0.2167

=====

[4]
ORCA calculation (wB97M-V/def2-TZVPD) on C23H26InNO3 as an isolated structure in a non-equilibrium geometry.

Structure (XYZ):
```
54
Properties=species:S:1:pos:R:3:forces:R:3
C 2.2229 -0.1302 2.7628 0.390 -2.374 -1.542
C 2.2512 -0.9040 1.5722 0.276 0.760 2.838
C 1.9540 -0.0385 0.4724 -0.198 1.972 0.205
H 2.4370 -1.9669 1.5002 0.098 0.208 0.049
C 1.7647 1.2721 0.9966 -0.187 -0.535 -0.221
C 1.9249 1.2124 2.4032 -0.164 0.584 -1.396
H 1.5077 2.1701 0.4394 0.236 -0.285 0.074
C -1.0919 -1.9719 3.2280 -1.787 0.575 -1.041
C 0.0190 -2.6699 2.6603 0.145 0.123 -0.535
C -0.1349 -2.6874 1.2435 -1.192 0.253 -0.627
H 0.8749 -3.0626 3.2086 -0.330 0.078 -0.133
C -1.3407 -2.0296 0.9347 1.741 -0.869 -0.522
C -1.9618 -1.6284 2.1709 0.646 -0.110 2.549
H 1.9073 -0.3154 -0.5747 0.040 0.018 0.087
H 1.8386 2.0701 3.0555 0.042 -0.208 0.086
H 2.3739 -0.4984 3.7718 -0.027 0.069 -0.233
H -2.9614 -1.1840 2.2711 0.652 -0.103 0.036
H 0.5245 -3.1133 0.4907 -0.039 0.101 0.405
H -1.2494 -1.7338 4.2770 0.082 -0.195 -0.328
In -1.7875 2.1631 1.6710 0.274 0.642 1.193
C -1.8409 -1.6017 -0.4289 0.182 0.340 0.033
C -3.3553 -1.7957 -0.4539 -0.007 -0.187 -0.173
C -1.1848 -2.3901 -1.5500 -0.124 -0.114 -0.148
H -3.5542 -2.8601 -0.2730 -0.167 0.237 -0.108
H -3.7519 -1.5023 -1.4276 -0.108 -0.083 0.039
H -3.8640 -1.2055 0.3107 0.041 -0.046 -0.127
H -1.3795 -3.4604 -1.3744 0.182 0.291 -0.280
H -0.1031 -2.2102 -1.6043 -0.219 -0.092 0.072
H -1.6263 -2.0843 -2.5087 0.134 -0.189 0.139
C -1.4749 -0.0785 -0.4938 -0.410 0.343 1.202
C -2.2325 0.9538 -1.3341 0.125 0.219 0.982
H -0.3746 0.0778 -0.5437 -0.745 -0.216 -0.143
H -1.8046 0.2132 0.5264 0.490 -0.195 -0.504
O -3.3123 1.4149 -0.9560 1.274 -0.995 -1.369
N -1.4542 1.4298 -2.4062 -0.118 0.487 -0.324
C -0.2597 2.2915 -2.0892 -0.346 0.113 -0.171
H -2.0151 1.8469 -3.1469 0.008 0.141 0.520
C 1.0801 1.7608 -2.5723 0.042 -0.091 -0.207
C 2.2438 2.4975 -2.2738 -0.154 -0.441 -0.037
H 2.1616 3.4672 -1.7656 0.040 -0.452 -0.131
C 3.4984 1.9796 -2.5944 -0.265 0.011 -0.050
H 4.3923 2.5270 -2.3172 -0.067 -0.005 -0.044
C 3.6113 0.7520 -3.2514 -0.471 -0.134 0.006
H 4.5908 0.3265 -3.4777 -0.304 0.176 0.063
C 2.4496 0.0645 -3.6150 -0.391 0.128 0.020
H 2.5153 -0.8876 -4.1390 0.074 0.204 0.053
C 1.1712 0.5704 -3.3023 0.504 0.143 0.314
H 0.2413 0.0544 -3.5884 0.645 0.160 0.223
H -0.1690 2.5323 -1.0010 -0.371 -0.369 -0.727
H -0.4597 3.2546 -2.5917 0.137 -0.270 0.315
O -0.4665 0.9805 3.7516 -1.414 1.433 0.874
C -1.1924 1.7612 4.4396 -0.041 0.019 -1.120
O -2.1163 2.5336 3.9564 1.178 -1.135 0.256
H -1.0370 1.8328 5.5405 -0.032 -0.136 -0.392
```
Positions in Å, forces in eV/Å.

Values from the calculation:
energy: -37075.0311 eV
relative energy (zero: lowest compared OMol25 entry of this formula, charge and spin): 0.0 kcal per mole
Kohn-Sham gap (spin up / spin down): 6.298 / 6.217 eV
LUMO level (spin up / spin down): -1.449 / -1.492 eV

natural (NBO) atomic charge list, values in e, 5 entries: atom 1 (C): -0.2744, atom 2 (C): -0.2334, atom 3 (C): -0.1142, atom 4 (H): 0.2143, atom 5 (C): -0.4144

=====

> Number 3 is which compound?

C23H26FN3O4S